62
Properties=species:S:1:pos:R:3 method="wB97M-V/def2-TZVPD" largest_force_ha_per_bohr=0.18326 charge=+1 e_lumo_ev=-4.5 total_energy_ha=-1988.32448 orbital_gap_ev=7.919
C 6.888 -1.222 -0.750
C 5.414 -1.325 -1.488
C 5.252 -0.101 -2.570
C 3.722 0.567 -2.584
C 2.688 -0.586 -3.135
C 1.107 -0.100 -2.886
C 0.063 -1.282 -3.396
C -0.576 -2.160 -2.123
N -2.028 -1.754 -1.980
C -2.733 -2.393 -0.765
C -1.908 -3.643 -0.105
O -0.942 -3.560 0.820
Cl -2.352 -5.397 -0.653
C -2.315 -0.288 -2.156
C -1.662 0.724 -1.018
C -1.950 2.335 -1.383
C -1.278 3.347 -0.244
C -0.498 2.598 0.970
N -0.298 1.157 1.287
C -0.873 0.193 0.306
C -1.936 0.094 -3.703
O -0.959 -0.811 -4.345
H 6.787 -0.546 0.217
H 7.218 -2.322 -0.506
H 7.632 -0.746 -1.517
H 4.547 -1.205 -0.682
H 5.220 -2.391 -1.985
H 5.414 -0.493 -3.683
H 6.094 0.706 -2.374
H 3.423 1.048 -1.557
H 3.744 1.453 -3.369
H 2.868 -0.922 -4.243
H 2.807 -1.574 -2.476
H 1.027 0.098 -1.733
H 0.889 0.952 -3.406
H 0.744 -2.051 -4.004
H -0.561 -3.287 -2.517
H 0.085 -2.011 -1.174
H -2.515 -2.228 -2.803
H -3.775 -2.837 -1.138
H -3.016 -1.583 0.049
H -3.496 -0.151 -2.057
H -2.521 2.694 -2.339
H -1.376 4.520 -0.356
H 0.008 3.346 1.753
H -0.730 -0.968 0.549
H -1.555 1.184 -3.880
H -2.944 -0.012 -4.332
C -1.192 0.574 4.956
C -1.773 1.971 4.843
O -3.140 1.985 5.280
C -3.340 2.071 6.634
O -2.431 2.129 7.457
C -4.833 2.127 6.954
F -5.560 1.215 6.246
F -5.373 3.347 6.669
F -5.105 1.888 8.268
H -1.815 -0.147 4.416
H -0.178 0.542 4.549
H -1.157 0.245 6.000
H -1.771 2.285 3.794
H -1.176 2.704 5.398

=====

17
Properties=species:S:1:pos:R:3 method="wB97M-V/def2-TZVPD" largest_force_ha_per_bohr=0.03177 relative_energy_ev=7.013 e_lumo_ev=0.9 total_energy_ha=-380.07895 orbital_gap_ev=9.025
C 0.853 0.629 -1.228
O 0.603 -0.156 -2.390
H 0.937 0.273 -3.186
H 1.923 0.860 -1.082
H 0.318 1.580 -1.264
H 1.037 -0.342 -0.159
C -1.613 -0.660 -0.269
C -0.594 0.134 0.470
N 1.454 -0.558 1.970
O 0.689 -0.931 0.821
N -0.654 1.056 1.311
H 1.089 0.372 2.220
H 1.138 -1.198 2.695
H -1.564 1.480 1.447
H -1.145 -1.319 -0.996
H -2.197 -1.237 0.452
H -2.273 0.019 -0.811

=====

11
Properties=species:S:1:pos:R:3 method="wB97M-V/def2-TZVPD" largest_force_ha_per_bohr=0.10832 relative_energy_ev=3.441 smiles="N#CCCC=O" e_lumo_ev=-0.4 total_energy_ha=-285.28812 orbital_gap_ev=9.050
N 3.120 -0.526 0.174
C 2.080 -0.027 0.114
C 0.758 0.594 0.010
C -0.344 -0.448 0.019
C -1.749 0.169 -0.377
O -1.940 0.463 0.790
H 0.633 1.305 0.841
H 0.686 1.162 -0.919
H -0.352 -1.205 -0.734
H -0.344 -0.993 0.998
H -2.592 -0.382 -0.906

=====

11
Properties=species:S:1:pos:R:3 method="wB97M-V/def2-TZVPD" largest_force_ha_per_bohr=0.00989 relative_energy_ev=5.015 e_lumo_ev=-0.4 total_energy_ha=-322.39002 orbital_gap_ev=9.326
N 1.701 -1.077 -0.561
C 0.729 -0.297 -0.337
C -0.485 -0.817 0.426
O -1.549 0.006 -0.055
C -1.257 1.279 0.127
O 0.680 1.016 -0.632
H 2.463 -0.596 -1.039
H -0.707 -1.855 0.190
H -0.344 -0.664 1.505
H -0.341 1.543 -0.781
H -0.890 1.463 1.157